Record 1
{
  "formula": "C7H12O2",
  "method": "ωB97M-V with the def2-TZVPD basis set",
  "symbols": ["O", "O", "C", "C", "C", "C", "C", "C", "C", "H", "H", "H", "H", "H", "H", "H", "H", "H", "H", "H", "H"],
  "positions_angstrom": [[-1.2159, -0.2599, -1.2626], [-0.4901, 1.7868, -0.1261], [0.1993, -0.5751, -1.1797], [1.1443, 0.0513, -2.1573], [-2.5970, 1.2019, 1.1603], [1.8467, -0.9325, 0.9373], [0.7008, -1.4678, 0.0822], [-1.1210, 1.0222, 0.9433], [-0.6026, 0.4249, -0.2705], [2.2035, -1.7266, 1.5911], [-2.9169, 0.6133, 2.0087], [0.8725, 1.0821, -2.3780], [1.0662, -2.3382, -0.4603], [1.1119, -0.5432, -3.0884], [-0.1354, -1.8208, 0.6816], [-3.1523, 0.8777, 0.2757], [2.1782, 0.0428, -1.8113], [-2.8232, 2.2526, 1.3610], [-0.5138, 1.0155, 1.8359], [1.5589, -0.0754, 1.5470], [2.6860, -0.6316, 0.3103]],
  "mulliken_charge": [-0.535, -0.562, 0.866, -1.197, -1.325, -0.994, -0.705, 0.284, 0.157, 0.363, 0.334, 0.382, 0.388, 0.323, 0.418, 0.350, 0.253, 0.313, 0.382, 0.240, 0.267],
  "e_lumo_ev": 1.004,
  "total_energy_ev": -11544.95241,
  "homo_lumo_gap_ha": 0.356,
  "e_homo_ev": -8.69,
  "smiles": "CC[C@@]1(C)O[C@]12O[C@H]2C"
}

***

Record 2
{
  "formula": "C4H14O3",
  "method": "ωB97M-V with the def2-TZVPD basis set",
  "symbols": ["O", "O", "O", "C", "C", "C", "C", "H", "H", "H", "H", "H", "H", "H", "H", "H", "H", "H", "H", "H", "H"],
  "positions_angstrom": [[0.1181, 3.1195, -0.7426], [0.0846, -3.1975, -0.2114], [-0.3513, -1.2114, -2.4737], [-0.0118, 1.3877, 0.8878], [-0.0534, -0.5093, 2.5885], [0.1066, 1.7020, -0.5803], [0.0484, -0.1262, 1.1117], [-0.9604, 1.8101, 1.2252], [0.0101, -1.5912, 2.7270], [0.0107, -3.7412, 0.5791], [0.8161, 1.8068, 1.4606], [-0.5478, -1.6359, -3.3152], [1.0351, -0.4840, 0.8059], [1.0375, 1.2986, -0.9996], [0.0431, 3.3414, -1.6631], [0.5082, -3.8002, -0.8555], [0.0665, -1.8754, -1.9202], [-1.0019, -0.1709, 3.0031], [0.8008, -0.1865, 3.1876], [-0.7454, -0.5914, 0.5307], [-0.6712, 1.2563, -1.2029]],
  "mulliken_charge": [-0.532, -0.598, -0.585, -0.630, -1.374, -0.427, -0.063, 0.303, 0.332, 0.274, 0.286, 0.291, 0.265, 0.285, 0.302, 0.297, 0.336, 0.341, 0.338, 0.288, 0.269],
  "e_lumo_ev": 0.345,
  "total_energy_ev": -10517.20247,
  "homo_lumo_gap_ha": 0.370,
  "e_homo_ev": -9.73,
  "smiles": "CCCCO.O.O"
}

***

Record 3
{
  "formula": "C3H8N2O2",
  "method": "ωB97M-V with the def2-TZVPD basis set",
  "symbols": ["O", "O", "N", "N", "C", "C", "C", "H", "H", "H", "H", "H", "H", "H", "H"],
  "positions_angstrom": [[1.9967, 1.1462, 0.8066], [0.6806, -1.9525, 0.2173], [2.2695, -0.0090, -0.0746], [-1.4879, -0.2241, 1.2480], [-0.1075, 0.1365, -0.6256], [-1.2923, 0.0088, -0.1032], [1.1230, -0.7029, -0.4054], [-0.7545, -0.8864, 1.7058], [-2.3590, -0.4877, 1.4972], [0.0954, 0.5815, -1.6649], [2.9645, -0.6430, 0.2804], [1.2340, 1.6788, 0.0675], [1.4408, -1.0534, -1.4480], [1.2931, -2.6128, 0.2254], [-2.1320, 0.4989, -0.5167]],
  "mulliken_charge": [-0.476, -0.552, -0.196, -0.461, -0.807, -0.172, 0.382, 0.254, 0.214, 0.286, 0.245, 0.416, 0.167, 0.305, 0.397],
  "e_lumo_ev": 0.716,
  "total_energy_ev": -10311.17403,
  "homo_lumo_gap_ha": 0.336,
  "e_homo_ev": -8.44,
  "smiles": "N/C=C\\[C@H](O)NO"
}

***

Record 4
{
  "formula": "C7H15N2O",
  "method": "ωB97M-V with the def2-TZVPD basis set",
  "symbols": ["O", "N", "N", "C", "C", "C", "C", "C", "C", "C", "H", "H", "H", "H", "H", "H", "H", "H", "H", "H", "H", "H", "H", "H", "H"],
  "positions_angstrom": [[0.5384, 2.4968, -2.4294], [0.0239, 0.1745, -2.8718], [0.7722, 0.9160, 1.3586], [-0.3286, -1.1038, 0.2001], [2.2371, 1.0872, 1.0690], [0.3011, 1.3386, -2.4260], [-1.3631, -0.1383, 0.6450], [0.3814, -2.1732, 0.9591], [-2.5841, 0.2675, -0.2407], [0.0272, 0.4108, 0.1941], [0.6378, 0.2376, 2.1272], [-1.6058, -0.1333, 1.6764], [-0.4409, -1.5215, -0.7866], [0.2521, 1.8218, 1.6212], [1.4344, -2.0290, 0.6609], [-2.5935, -0.5011, -1.0660], [0.3870, 0.1038, -3.8526], [2.6363, 0.0775, 1.0518], [0.4086, -1.9543, 2.0582], [-0.2760, -0.6856, -2.2358], [2.8405, 1.7789, 1.7515], [-2.6098, 1.2780, -0.5352], [-3.5705, -0.0615, 0.2843], [2.4019, 1.5528, 0.1480], [0.0924, -3.2402, 0.6387]],
  "mulliken_charge": [-0.287, -0.260, -0.034, -0.011, -0.782, 0.717, 0.450, -1.516, -1.253, -0.827, 0.407, 0.445, 0.232, 0.407, 0.302, 0.308, 0.288, 0.271, 0.244, 0.239, 0.316, 0.303, 0.352, 0.317, 0.372],
  "e_lumo_ev": [-3.791, -3.791],
  "total_energy_ev": -12518.48680,
  "homo_lumo_gap_ha": [0.290, 0.290],
  "e_homo_ev": [-11.70, -11.70],
  "charge": 1
}

***

Record 5
{
  "formula": "C5H41N2O14",
  "method": "ωB97M-V with the def2-TZVPD basis set",
  "symbols": ["O", "O", "O", "O", "O", "O", "O", "O", "O", "O", "O", "O", "O", "O", "N", "N", "C", "C", "C", "C", "C", "H", "H", "H", "H", "H", "H", "H", "H", "H", "H", "H", "H", "H", "H", "H", "H", "H", "H", "H", "H", "H", "H", "H", "H", "H", "H", "H", "H", "H", "H", "H", "H", "H", "H", "H", "H", "H", "H", "H", "H", "H"],
  "positions_angstrom": [[-0.9816, -4.1465, 0.6922], [-0.7375, 1.8558, -2.5268], [2.2750, -1.9369, -0.0325], [-3.0984, -3.5469, -2.0305], [-1.2525, 3.9636, -0.2169], [2.0487, 2.4294, -2.9121], [3.0247, 1.2451, 1.2123], [3.4350, -1.8202, 2.3718], [2.0358, 4.5940, -1.1833], [1.4638, -3.6786, 1.8658], [1.4898, 3.7993, 2.1512], [1.5753, 0.6280, -1.0215], [1.5622, -0.4426, -3.3904], [-0.2819, -2.6176, -1.4732], [-3.8480, -2.1950, 1.4183], [0.1445, 1.8899, 0.9092], [-0.9767, 0.8599, 1.1900], [-2.7595, -0.4031, 0.1614], [-3.0111, -1.0531, 1.5735], [-3.4776, 0.0004, 2.5321], [-1.7656, 0.5922, 0.1778], [-1.9927, -1.4766, 2.0082], [-3.7380, -3.7686, -1.2619], [1.1291, -1.3012, -3.4904], [-2.5773, -1.3481, -0.6029], [1.6594, -3.6171, 2.8124], [1.6201, 1.6237, -3.3114], [1.8362, -3.0582, 1.3889], [0.0205, 1.2480, -2.5831], [-0.9270, 0.3740, 2.0725], [0.9550, 4.5282, 2.5967], [3.8846, -1.9346, 3.2477], [-4.5004, 0.5081, 2.0260], [-0.7088, 3.9210, -1.0480], [-3.8205, -0.2592, 3.5042], [-1.0630, 2.0085, -3.5245], [-1.5418, -4.3962, 1.3765], [0.3485, 2.6287, 1.6199], [1.6743, 3.8281, -1.7769], [-0.4365, -3.5506, -1.6244], [-2.3627, -4.2460, -1.9844], [-0.0082, 2.3080, -0.0092], [1.1058, 1.3847, 0.9796], [3.5827, 0.6322, 1.6537], [-0.8104, -2.5464, -0.6315], [2.4403, 1.0635, -1.2503], [1.3777, 0.1747, -1.8077], [-2.0533, 4.3577, -0.2442], [-2.7220, 0.7905, 2.9576], [-1.9653, 1.1749, -0.7812], [4.2144, -1.9941, 1.8383], [-0.1367, -4.1602, 1.1597], [1.9195, -1.0646, -0.0036], [2.4960, 2.9544, -3.5457], [2.3183, -0.4918, -4.1349], [-4.8700, -2.0670, 1.6924], [1.9582, 4.1086, 1.5423], [-3.7645, -0.0099, -0.1361], [3.4719, 1.8955, 0.6705], [1.7580, -2.4637, -0.5887], [1.1388, 4.8227, -0.7201], [-3.5085, -3.0306, 1.7636]],
  "mulliken_charge": [-0.497, -0.492, -0.695, -0.615, -0.440, 0.491, -0.572, -0.624, -0.793, -0.720, -0.587, -0.890, 0.516, -0.615, -0.408, -0.120, -1.138, -0.800, 0.498, -1.331, 0.359, 0.138, 0.308, -0.114, 0.030, 0.271, -0.105, 0.478, 0.209, 0.911, 0.309, 0.272, 0.232, 0.182, 0.469, 0.154, 0.245, 0.560, 0.270, 0.279, 0.291, -0.098, 0.062, 0.202, 0.146, 0.282, -0.021, 0.176, 0.232, 0.226, 0.321, 0.332, 0.329, -0.082, 0.077, 0.230, 0.243, 0.406, 0.249, 0.261, 0.314, 0.198],
  "e_lumo_ev": [0.040, -0.069],
  "total_energy_ev": -37488.40454,
  "homo_lumo_gap_ha": [0.088, 0.341],
  "spin_multiplicity": 2,
  "e_homo_ev": [-2.35, -9.35]
}

***

Record 6
{
  "formula": "H42O21",
  "method": "ωB97M-V with the def2-TZVPD basis set",
  "symbols": ["O", "O", "O", "O", "O", "O", "O", "O", "O", "O", "O", "O", "O", "O", "O", "O", "O", "O", "O", "O", "O", "H", "H", "H", "H", "H", "H", "H", "H", "H", "H", "H", "H", "H", "H", "H", "H", "H", "H", "H", "H", "H", "H", "H", "H", "H", "H", "H", "H", "H", "H", "H", "H", "H", "H", "H", "H", "H", "H", "H", "H", "H", "H"],
  "positions_angstrom": [[1.8077, 0.4768, -3.2631], [1.9411, -1.0253, 4.5215], [-3.3267, 0.5567, -3.0341], [3.8079, 1.9010, -2.3183], [1.8560, 3.4228, -0.2289], [-1.6190, 0.0776, -0.7583], [1.2982, 2.7632, 3.8037], [-2.2141, -2.1336, 3.6072], [-0.2691, 2.4282, -4.7753], [-0.7851, -4.0205, -2.5716], [-0.3414, -3.7288, 1.8784], [-2.8986, 1.2661, 2.4297], [-0.1441, -0.1942, 1.5714], [2.6180, -0.5769, -0.5922], [-4.0184, -1.7073, 0.5379], [0.4481, -1.8131, 0.1647], [3.4149, 0.7737, 3.3833], [-0.7570, -0.9538, -3.0825], [-1.4273, 3.7804, -1.8801], [-1.1022, 2.2359, 0.4573], [2.4214, -3.8231, 0.3154], [-0.2964, -3.7013, 2.8711], [2.2430, 0.0014, -2.4590], [1.5948, -0.3371, -3.6962], [0.0299, -2.9374, 1.4409], [-0.7218, 0.5082, 1.3132], [0.7639, -0.1030, 1.7694], [1.9205, -1.3289, -0.3122], [-2.1613, 1.2500, 1.8117], [-0.0918, -0.6781, -2.4717], [2.0542, 0.2033, -0.3910], [-1.7180, -4.0771, -2.2975], [4.2848, 2.4958, -1.7266], [-4.5435, -1.4695, 1.3208], [3.6287, 1.1667, -1.7545], [2.1912, 2.7492, 3.4063], [-1.1929, 2.3285, -4.6957], [1.0834, 3.6897, 3.9667], [-0.3856, -1.3436, -3.8900], [-0.8188, -3.1992, -3.0716], [2.9210, 0.2161, 2.8025], [-2.2845, 0.3575, -1.4573], [-2.0410, 0.4541, 0.0062], [-0.5234, 3.7157, -2.2297], [-1.6303, -2.3124, 2.8239], [-2.8418, -1.4209, 3.4300], [-0.2707, -1.1695, 0.0990], [-1.7804, 3.6782, -2.8236], [1.7974, -1.9596, 4.7764], [0.4367, 1.8538, -4.5143], [-3.5604, 1.7979, 1.9366], [-3.8351, -0.2577, -3.1172], [-1.0451, 3.0935, 0.8865], [1.5991, -3.8039, 0.8393], [2.1925, 3.9985, -0.9475], [-2.4555, 0.1483, -3.0895], [3.7064, 0.2117, 4.1512], [-3.6172, -2.5364, 0.8237], [1.3862, -0.5991, 5.1717], [2.0927, -4.0091, -0.5773], [0.0331, -2.4682, -0.4419], [-0.6493, 2.1386, -0.4164], [1.7954, 3.9495, 0.5678]],
  "mulliken_charge": [-0.637, -0.578, -0.586, -0.613, -0.577, -0.935, -0.608, -0.660, -0.657, -0.542, -0.605, -0.633, -0.470, -0.771, -0.484, -0.965, -0.669, 0.395, -0.588, -0.407, -0.617, 0.258, 0.237, 0.283, 0.412, 0.049, -0.060, 0.485, 0.347, 0.067, 0.295, 0.339, 0.285, 0.243, 0.297, 0.311, 0.290, 0.274, -0.128, 0.241, 0.306, 0.320, 0.198, 0.301, 0.317, 0.294, 0.328, 0.300, 0.276, 0.258, 0.340, 0.321, 0.121, 0.346, 0.311, 0.154, 0.297, 0.270, 0.299, 0.337, 0.427, 0.283, 0.279],
  "e_lumo_ev": [2.047, 1.935],
  "total_energy_ev": -43677.66190,
  "homo_lumo_gap_ha": [0.079, 0.373],
  "spin_multiplicity": 2,
  "e_homo_ev": [-0.09, -8.23],
  "charge": -1
}